# 1
ORCA calculation (ωB97M-V with the def2-TZVPD basis set) on C31H23BrN6O2V as an isolated structure in a non-equilibrium geometry.

CARTESIAN COORDINATES (ANGSTROEM)
V: 0.246 -0.119 0.105
C: 1.568 -3.704 -1.800
C: 2.932 -3.767 -1.528
C: 3.478 -2.861 -0.649
C: 2.679 -1.891 -0.046
N: 1.363 -1.791 -0.371
C: 0.832 -2.705 -1.218
N: 3.314 -1.137 0.944
C: 2.653 -0.417 1.756
N: 1.285 -0.129 1.616
C: 0.767 0.291 2.875
N: -0.448 0.237 3.245
C: -1.443 -0.393 2.506
C: -2.639 -0.650 3.172
C: -3.650 -1.334 2.536
C: -3.467 -1.759 1.220
C: -2.287 -1.460 0.595
N: -1.285 -0.790 1.218
C: 1.940 0.604 3.706
C: 2.000 1.130 4.983
C: 3.257 1.218 5.570
C: 4.398 0.759 4.908
C: 4.323 0.203 3.636
C: 3.075 0.151 3.046
H: 1.086 -4.404 -2.467
H: 3.552 -4.525 -1.988
H: 4.521 -2.887 -0.369
H: -0.219 -2.592 -1.442
H: -2.725 -0.311 4.194
H: -4.576 -1.542 3.056
H: -4.234 -2.298 0.683
H: -2.113 -1.724 -0.440
H: 1.110 1.458 5.502
H: 3.356 1.637 6.562
H: 5.357 0.831 5.403
H: 5.203 -0.172 3.130
C: -3.320 1.932 -3.146
C: -2.379 2.198 -2.007
C: -1.152 2.839 -2.238
C: -0.255 3.058 -1.215
C: -0.562 2.647 0.089
C: -1.804 2.062 0.335
C: -2.696 1.827 -0.710
H: -3.113 0.953 -3.585
H: -3.208 2.674 -3.935
H: -4.357 1.937 -2.813
H: -0.921 3.187 -3.239
H: 0.669 3.589 -1.406
H: 0.083 2.927 0.914
H: -2.109 1.878 1.358
H: -3.666 1.393 -0.500
Br: 3.150 2.570 0.705
C: 2.943 1.738 -0.962
C: 3.885 2.054 -1.944
C: 3.686 1.608 -3.231
C: 2.520 0.900 -3.518
C: 1.666 0.626 -2.482
N: 1.878 0.983 -1.193
C: 0.354 -0.029 -2.747
O: -0.085 -0.418 -3.774
O: -0.337 -0.125 -1.546
H: 4.738 2.663 -1.685
H: 4.402 1.841 -4.008
H: 2.263 0.579 -4.518

Results
charge	+2
HOMO-LUMO gap (alpha / beta)	6.534 / 7.226	eV
E_HOMO (alpha / beta)	-14.5 / -14.5	eV
energy above the lowest of the compared OMol25 structures with the same formula, charge and spin	0.336	eV
multiplicity	2


# 2
ORCA calculation (ωB97M-V with the def2-TZVPD basis set) on C31H23MgN5O12S as an isolated structure.

CARTESIAN COORDINATES (ANGSTROEM)
Mg: -0.102 0.772 0.438
O: 1.832 3.727 1.159
C: 0.590 3.566 0.777
O: -0.185 2.776 1.275
C: 0.175 4.564 -0.286
O: -0.885 4.090 -1.064
C: -0.482 3.512 -2.304
C: 0.569 2.379 -2.256
O: 1.110 2.131 -3.333
O: 0.777 1.830 -1.129
H: 2.068 2.993 1.790
H: 1.043 4.840 -0.889
H: -0.175 5.453 0.250
H: -0.097 4.292 -2.972
H: -1.400 3.116 -2.740
S: -2.903 -1.499 3.419
C: -1.315 -1.946 3.889
C: -0.371 -1.320 3.131
C: -0.879 -0.440 2.111
C: -2.243 -0.457 2.180
C: -3.103 0.330 1.299
C: -4.500 0.273 1.325
C: -5.228 1.054 0.450
C: -4.559 1.890 -0.432
C: -3.173 1.897 -0.386
N: -2.461 1.141 0.442
H: -1.169 -2.643 4.702
H: 0.689 -1.485 3.298
H: -4.994 -0.392 2.023
H: -6.312 1.006 0.448
H: -5.085 2.511 -1.143
H: -2.598 2.553 -1.026
C: -4.280 -0.108 -3.789
C: -3.029 0.447 -4.027
C: -1.959 0.157 -3.192
C: -2.119 -0.695 -2.094
C: -3.377 -1.268 -1.876
C: -4.443 -0.970 -2.710
N: -1.051 -0.898 -1.222
C: -0.397 -2.038 -1.294
C: 0.680 -2.134 -0.236
C: 1.896 -2.991 -0.516
C: 1.629 -4.119 -1.437
C: 0.481 -4.127 -2.160
C: -0.538 -3.131 -2.142
H: -5.119 0.128 -4.434
H: -2.882 1.112 -4.871
H: -0.972 0.565 -3.376
H: -3.500 -1.930 -1.026
H: -5.415 -1.407 -2.508
H: 0.207 -2.420 0.707
H: 2.356 -3.303 0.426
H: 2.363 -4.908 -1.527
H: 0.329 -4.964 -2.839
H: -1.358 -3.181 -2.846
O: 7.232 -1.972 3.160
N: 6.517 -2.135 2.179
O: 6.693 -3.039 1.375
C: 5.336 -1.316 2.036
C: 4.478 -1.515 0.934
C: 3.364 -0.749 0.800
C: 3.000 0.315 1.748
O: 1.943 0.971 1.656
C: 3.954 0.450 2.819
C: 5.075 -0.354 2.974
N: 3.749 1.420 3.874
O: 3.120 2.438 3.640
O: 4.339 1.252 4.934
N: 2.599 -0.813 -0.408
O: 2.797 -1.992 -1.119
O: 1.225 -0.820 -0.068
H: 4.713 -2.258 0.188
H: 5.729 -0.213 3.820

Results
charge	-2
HOMO-LUMO gap	5.561	eV
E_HOMO	-1.5	eV
energy above the lowest of the compared OMol25 structures with the same formula, charge and spin	1.096	eV


Q: Which of these has the highest energy above the lowest of the compared OMol25 structures with the same formula, charge and spin?
A: C31H23MgN5O12S


Q: Which formula does entry 1 have?
A: C31H23BrN6O2V


Q: Look up the energy above the lowest of the compared OMol25 structures with the same formula, charge and spin of the second one.
A: 1.096 eV


Q: Which of these has the lowest energy above the lowest of the compared OMol25 structures with the same formula, charge and spin?
A: C31H23BrN6O2V